{
  "formula": "C2H6OS",
  "method": "the ωB97M-V functional and the def2-TZVPD basis",
  "symbols": ["C", "C", "O", "S", "H", "H", "H", "H", "H", "H"],
  "coordinates": [[-0.74, 0.52, 0.84], [2.02, -1.09, -0.34], [-0.87, 0.33, -0.61], [2.19, 0.57, -0.20], [-0.67, -0.46, 1.30], [-1.68, 0.89, 1.28], [0.22, 1.03, 1.15], [2.51, -1.74, 0.43], [1.29, -1.30, -1.02], [-1.07, 1.24, -0.92]],
  "orbital_gap_ev": 8.1896,
  "smiles": "C=S.CO",
  "homo_energy_ev": -8.7124
}

---

{
  "formula": "C7H13NO2PSc",
  "method": "the ωB97M-V functional and the def2-TZVPD basis",
  "symbols": ["C", "C", "C", "C", "C", "Sc", "P", "H", "H", "H", "H", "H", "H", "H", "H", "N", "C", "C", "O", "O", "H", "H", "H", "H", "H"],
  "coordinates": [[-0.39, 0.46, -2.91], [0.54, -0.55, -3.12], [0.40, -1.79, -2.39], [-0.85, -2.00, -1.68], [-1.73, -0.93, -1.61], [0.18, -0.16, -0.86], [-0.62, 2.37, -0.99], [-0.12, 1.45, -3.36], [1.47, -0.40, -3.73], [1.17, -2.59, -2.41], [-2.69, -1.11, -1.08], [-1.04, -2.96, -1.15], [-1.95, 2.64, -0.53], [-0.59, 3.27, -2.12], [0.26, 3.07, -0.14], [-0.12, -0.04, 3.62], [1.26, 0.01, 3.05], [1.02, -0.19, 1.58], [-0.20, 0.16, 1.30], [1.79, -0.64, 0.68], [-0.72, 0.66, 3.16], [-0.16, 0.04, 4.63], [-0.52, -0.94, 3.34], [1.72, 0.98, 3.22], [1.86, -0.80, 3.48]],
  "orbital_gap_ev": [2.8918, 2.9805],
  "homo_energy_ev": [-4.0269, -4.1595]
}

---

{
  "formula": "C32H47BF3INO8PSi",
  "method": "the ωB97M-V functional and the def2-TZVPD basis",
  "symbols": ["C", "C", "C", "C", "C", "C", "C", "C", "C", "C", "F", "F", "C", "C", "Si", "C", "C", "C", "C", "C", "C", "C", "C", "C", "I", "N", "C", "C", "C", "C", "F", "P", "C", "C", "C", "H", "H", "H", "H", "H", "H", "H", "H", "H", "H", "H", "H", "H", "H", "H", "H", "H", "H", "H", "H", "H", "H", "H", "H", "H", "H", "H", "H", "H", "H", "H", "H", "H", "H", "H", "H", "H", "H", "H", "H", "H", "H", "H", "H", "H", "H", "H", "B", "O", "C", "O", "C", "O", "O", "O", "C", "O", "C", "O", "O"],
  "coordinates": [[7.22, 0.81, 1.63], [6.40, 0.80, 0.32], [4.93, 0.59, 0.61], [4.08, 0.43, -0.65], [2.74, -0.19, -0.29], [1.66, -0.06, -1.35], [1.16, 1.36, -1.54], [0.32, 1.95, -0.41], [-1.02, 1.28, 0.06], [-1.90, 0.59, -0.99], [-1.51, 0.93, -2.24], [-3.18, 1.10, -0.86], [-2.07, -0.91, -0.94], [-3.20, -1.38, -1.88], [-4.41, -2.40, -0.87], [-5.52, -3.45, -1.96], [-3.52, -3.57, 0.30], [-5.37, -1.15, 0.17], [-6.12, -0.14, -0.46], [-6.79, 0.83, 0.28], [-6.74, 0.81, 1.68], [-6.02, -0.20, 2.32], [-5.34, -1.18, 1.58], [-0.76, 0.47, 1.35], [0.00, -1.54, 1.55], [-2.12, 0.51, 1.96], [-2.74, 1.58, 1.65], [-1.86, 2.45, 0.80], [-1.16, 3.28, 1.94], [-0.18, 4.37, 1.62], [-2.27, 3.87, 2.58], [-2.77, 3.83, -0.21], [-2.39, 3.65, -1.99], [-4.59, 3.42, -0.10], [-5.32, 3.29, -1.43], [8.12, 0.21, 1.55], [7.47, 1.81, 1.95], [6.63, 0.36, 2.44], [6.59, 1.76, -0.17], [6.75, -0.02, -0.29], [4.52, 1.40, 1.23], [4.83, -0.33, 1.19], [3.99, 1.43, -1.10], [4.63, -0.19, -1.34], [2.94, -1.25, -0.12], [2.40, 0.24, 0.66], [2.11, -0.37, -2.29], [0.84, -0.76, -1.19], [0.70, 1.46, -2.52], [2.04, 1.99, -1.61], [0.05, 2.95, -0.74], [0.96, 2.10, 0.44], [-2.34, -1.16, 0.08], [-1.13, -1.41, -1.19], [-3.68, -0.56, -2.39], [-2.79, -2.03, -2.65], [-6.06, -2.89, -2.71], [-6.19, -4.06, -1.37], [-4.87, -4.14, -2.50], [-2.71, -4.11, -0.19], [-3.10, -3.02, 1.14], [-4.23, -4.29, 0.69], [-6.14, -0.12, -1.54], [-7.36, 1.59, -0.24], [-7.25, 1.55, 2.26], [-5.99, -0.22, 3.40], [-4.80, -1.94, 2.12], [-0.06, 0.96, 2.01], [-2.53, -0.21, 2.55], [-3.74, 1.78, 1.98], [-0.74, 2.66, 2.73], [-0.51, 5.05, 0.85], [-0.03, 4.94, 2.53], [0.80, 3.98, 1.35], [-2.78, 4.56, -2.44], [-1.33, 3.63, -2.20], [-2.85, 2.81, -2.50], [-4.79, 2.55, 0.53], [-5.00, 4.27, 0.44], [-5.07, 2.35, -1.91], [-6.39, 3.28, -1.25], [-5.09, 4.10, -2.11], [7.97, -4.52, 0.01], [8.06, -5.81, -0.69], [8.73, -6.67, 0.07], [8.97, -7.81, -0.20], [9.12, -5.95, 1.37], [9.72, -6.42, 2.29], [8.66, -4.70, 1.30], [8.58, -3.42, -0.78], [7.67, -2.49, -1.01], [7.84, -1.47, -1.63], [6.35, -2.95, -0.37], [5.31, -2.35, -0.40], [6.56, -4.11, 0.22]],
  "orbital_gap_ev": 6.1480,
  "homo_energy_ev": -8.4401
}

---

| no. | electronic energy (eV) |
| --- | --- |
| 1 | -15051.67755 |
| 2 | -43037.53275 |
| 3 | -85916.51852 |